19
Properties=species:S:1:pos:R:3 method="wB97M-V/def2-TZVPD" e_above_lowest_kcal_mol=108.0 homo_lumo_gap_ev=7.7
C 2.17 0.56 0.25
C -2.45 0.30 0.22
C -2.11 -1.08 0.38
C -1.17 0.84 -0.07
C -0.68 2.28 -0.25
C 1.80 -1.94 0.08
C 1.81 -0.58 -0.43
N 2.46 1.61 0.67
N -0.80 -1.32 0.25
N -0.33 -0.17 -0.07
H -3.29 0.87 0.06
H -2.75 -1.84 0.94
H -0.64 2.62 -1.32
H -1.39 3.01 0.06
H 0.28 2.29 0.30
H 2.30 -2.13 1.06
H 2.22 -2.63 -0.76
H 0.71 -2.16 0.14
H 1.86 -0.51 -1.51


9
Properties=species:S:1:pos:R:3 method="wB97M-V/def2-TZVPD" e_above_lowest_kcal_mol=150.6 homo_lumo_gap_ev="6.9 / 8.8"
C 2.16 -0.04 0.10
C 3.31 0.38 0.03
C 0.01 0.24 -0.22
C -1.41 -0.17 0.08
O 1.00 -0.39 0.43
H 0.12 0.97 -0.97
H -1.61 -0.10 1.20
H -1.60 -1.32 -0.05
H -1.98 0.43 -0.61


64
Properties=species:S:1:pos:R:3 method="wB97M-V/def2-TZVPD" multiplicity=4 total_charge=+2 e_above_lowest_kcal_mol=0.0 homo_lumo_gap_ev="7.1 / 6.4"
C 2.92 -1.04 1.94
C 2.17 -2.05 2.81
C 0.69 -2.16 2.44
N 0.00 -0.90 2.20
C -1.37 -0.89 2.12
C -2.11 0.27 2.03
C -3.58 0.33 2.24
C -4.30 -1.01 2.48
C -3.56 -2.20 1.87
C -2.08 -2.22 2.28
C 0.72 0.28 1.76
C 2.23 0.31 2.03
H 3.94 -0.95 2.31
H 2.96 -1.38 0.90
H 2.61 -3.04 2.70
H 2.25 -1.76 3.86
H 0.59 -2.81 1.56
H 0.19 -2.69 3.27
H -1.64 1.24 1.86
H -3.80 0.99 3.09
H -4.04 0.82 1.37
H -4.42 -1.18 3.56
H -5.31 -0.96 2.06
H -4.03 -3.14 2.17
H -3.63 -2.14 0.78
H -1.58 -3.02 1.71
H -2.03 -2.52 3.34
H 0.55 0.46 0.68
H 0.30 1.16 2.27
H 2.38 0.72 3.04
H 2.68 1.02 1.33
O 2.09 5.58 -6.42
C 2.10 4.58 -5.81
Cr 2.38 3.18 -4.55
C 2.18 4.62 -3.35
O 2.15 5.62 -2.75
C 4.17 3.85 -4.66
O 5.14 4.49 -4.74
C 2.32 1.34 -5.72
C 1.03 1.89 -5.62
C 0.51 2.22 -4.36
C 1.22 1.92 -3.18
C 0.73 2.37 -1.88
C 0.24 2.94 -0.90
C -0.27 3.54 0.22
C -1.21 4.62 0.15
C -1.59 5.32 1.33
C -2.49 6.38 1.27
C -3.05 6.76 0.04
C -2.69 6.09 -1.13
C -1.78 5.04 -1.08
C 2.55 1.46 -3.31
C 3.07 1.13 -4.56
H 2.74 1.12 -6.70
H 0.45 2.10 -6.52
H -0.45 2.74 -4.28
H 0.10 3.26 1.21
H -1.15 5.01 2.28
H -2.77 6.91 2.19
H -3.77 7.58 0.00
H -3.13 6.38 -2.09
H -1.49 4.51 -1.99
H 3.16 1.38 -2.41
H 4.08 0.72 -4.63


56
Properties=species:S:1:pos:R:3 method="wB97M-V/def2-TZVPD" e_above_lowest_kcal_mol=0.0 homo_lumo_gap_ev=8.3 smiles="CC1=C(C(=O)N2CCC[C@H](N3CCN(c4cccc(Cl)c4)CC3)C2)OCCO1"
C 6.12 -0.69 1.16
C 4.92 -1.22 0.43
C 3.76 -0.56 0.23
C 3.52 0.76 0.87
O 4.06 1.02 1.94
N 2.70 1.67 0.29
C 2.61 2.94 1.01
C 1.58 3.87 0.38
C 0.34 3.06 0.01
C 0.69 2.09 -1.13
N -0.15 0.91 -1.23
C -0.21 0.06 -0.05
C -0.82 -1.29 -0.46
N -2.16 -1.09 -0.98
C -3.25 -1.13 -0.14
C -3.35 -2.12 0.85
C -4.47 -2.22 1.66
C -5.53 -1.34 1.52
C -5.44 -0.36 0.55
Cl -6.74 0.76 0.34
C -4.33 -0.24 -0.27
C -2.11 -0.19 -2.11
C -1.49 1.16 -1.72
C 2.18 1.67 -1.05
O 2.73 -1.11 -0.52
C 3.14 -2.18 -1.33
C 3.99 -3.15 -0.50
O 5.15 -2.48 -0.06
H 6.21 0.38 1.04
H 6.03 -0.91 2.22
H 7.00 -1.19 0.77
H 3.60 3.42 1.03
H 2.34 2.72 2.04
H 1.32 4.65 1.10
H 1.98 4.36 -0.51
H -0.47 3.72 -0.30
H 0.02 2.50 0.89
H 0.57 2.61 -2.09
H 0.79 -0.10 0.33
H -0.84 0.49 0.75
H -0.84 -1.95 0.41
H -0.21 -1.74 -1.24
H -2.56 -2.85 0.96
H -4.51 -2.99 2.40
H -6.40 -1.41 2.15
H -4.32 0.55 -1.00
H -3.10 -0.06 -2.54
H -1.47 -0.65 -2.86
H -1.43 1.80 -2.61
H -2.13 1.66 -0.97
H 2.77 2.38 -1.65
H 2.28 0.68 -1.49
H 2.23 -2.67 -1.70
H 3.74 -1.82 -2.17
H 4.33 -4.00 -1.09
H 3.40 -3.49 0.36


154
Properties=species:S:1:pos:R:3 method="wB97M-V/def2-TZVPD" total_charge=+4 e_above_lowest_kcal_mol=173.7 homo_lumo_gap_ev=6.9
C 7.22 -2.08 -0.79
C 7.19 -1.69 -2.27
N 5.99 -0.86 -2.66
C 5.85 0.43 -2.24
C 4.59 0.76 -2.60
N 3.99 -0.25 -3.36
C 4.96 -1.21 -3.40
C 2.63 -0.44 -3.94
H 7.28 -1.16 -0.20
H 8.01 -2.80 -0.58
H 6.29 -2.59 -0.54
H 7.16 -2.57 -2.91
H 8.11 -1.16 -2.53
H 6.56 0.87 -1.55
H 3.98 1.60 -2.29
H 4.89 -2.16 -3.90
H 2.56 -0.47 -5.03
H 2.03 0.42 -3.66
H 2.18 -1.35 -3.53
C -5.49 -4.53 0.56
C -4.04 -4.64 1.11
N -2.99 -4.86 0.00
C -2.65 -6.09 -0.70
C -1.87 -5.68 -1.78
N -1.67 -4.35 -1.69
C -2.37 -3.84 -0.61
C -0.65 -3.61 -2.40
H -5.78 -3.76 -0.15
H -6.13 -4.44 1.44
H -5.89 -5.43 0.08
H -4.00 -5.51 1.76
H -3.75 -3.75 1.68
H -3.08 -7.05 -0.43
H -1.33 -6.34 -2.44
H -2.44 -2.81 -0.31
H 0.08 -4.37 -2.67
H -0.28 -2.71 -1.90
H -1.10 -3.26 -3.33
C -6.11 -4.40 -4.53
C -5.44 -4.05 -3.17
N -4.95 -2.67 -3.16
C -4.05 -2.11 -4.11
C -3.86 -0.76 -3.72
N -4.55 -0.52 -2.52
C -5.18 -1.69 -2.13
C -4.59 0.64 -1.74
H -5.43 -4.67 -5.33
H -6.68 -3.55 -4.90
H -6.85 -5.20 -4.49
H -4.61 -4.72 -2.99
H -6.15 -4.12 -2.34
H -3.66 -2.66 -4.95
H -3.23 0.00 -4.16
H -5.85 -1.83 -1.29
H -4.49 1.54 -2.36
H -3.82 0.54 -0.97
H -5.45 0.68 -1.07
C -2.83 4.03 -1.19
C -2.22 4.44 -2.48
N -2.25 5.92 -2.53
C -1.28 6.69 -3.14
C -1.60 8.03 -3.05
N -2.83 8.00 -2.34
C -3.24 6.76 -2.00
C -3.52 9.18 -1.97
H -2.69 2.98 -0.93
H -3.92 4.10 -1.12
H -2.37 4.49 -0.31
H -2.51 4.10 -3.47
H -1.17 4.15 -2.43
H -0.34 6.32 -3.52
H -1.03 8.93 -3.21
H -4.16 6.46 -1.52
H -4.54 8.86 -1.73
H -3.47 10.01 -2.67
H -3.05 9.39 -1.01
C -2.42 -2.23 8.06
C -1.27 -1.32 7.68
N -1.41 -0.92 6.26
C -2.32 -0.05 5.78
C -2.27 -0.10 4.38
N -1.23 -0.87 4.02
C -0.71 -1.41 5.19
C -1.02 -1.39 2.70
H -2.23 -2.65 9.05
H -2.46 -3.11 7.42
H -3.44 -1.85 8.01
H -0.35 -1.89 7.79
H -1.17 -0.45 8.33
H -3.04 0.28 6.51
H -3.02 0.30 3.70
H 0.06 -2.14 5.36
H -1.01 -2.47 2.80
H -0.06 -1.09 2.27
H -1.90 -1.08 2.15
C 4.59 -4.55 4.64
C 4.04 -3.13 4.45
N 3.43 -3.02 3.10
C 3.76 -2.18 2.11
C 2.72 -2.24 1.16
N 1.85 -3.33 1.50
C 2.31 -3.78 2.76
C 0.80 -3.94 0.67
H 4.88 -4.77 5.67
H 5.37 -4.72 3.90
H 3.80 -5.29 4.58
H 4.83 -2.41 4.67
H 3.28 -2.92 5.19
H 4.57 -1.47 2.12
H 2.53 -1.72 0.24
H 1.90 -4.51 3.44
H -0.04 -4.28 1.27
H 1.12 -4.71 -0.03
H 0.48 -3.01 0.19
C 2.76 1.85 1.38
C 3.98 1.98 2.31
N 3.77 2.96 3.34
C 3.82 4.35 3.13
C 3.53 5.00 4.30
N 3.43 3.94 5.33
C 3.45 2.68 4.63
C 3.41 4.23 6.69
H 2.33 2.74 0.92
H 1.98 1.44 2.02
H 2.93 1.13 0.59
H 4.94 2.22 1.85
H 4.15 1.05 2.86
H 4.05 4.86 2.20
H 3.66 6.01 4.68
H 3.40 1.73 5.14
H 2.35 4.25 6.96
H 3.70 5.24 6.96
H 4.00 3.47 7.20
C -0.37 1.06 -2.02
C -0.16 0.12 -0.91
O -1.13 -0.49 -0.42
O 0.99 -0.32 -0.72
H -0.30 0.63 -3.02
H 0.40 1.83 -2.06
H -1.33 1.58 -2.03
P -1.53 1.89 -6.46
F -2.55 0.70 -7.00
F -2.75 2.98 -6.49
F -1.90 1.65 -4.89
F -0.53 3.08 -5.94
F -0.30 0.79 -6.32
F -1.13 2.28 -8.02
P 2.83 4.57 -2.14
F 4.03 5.22 -3.13
F 3.06 5.72 -1.03
F 1.79 5.56 -2.82
F 1.61 3.92 -1.25
F 2.67 3.38 -3.18
F 3.93 3.60 -1.44


20
Properties=species:S:1:pos:R:3 method="wB97M-V/def2-TZVPD" multiplicity=2 e_above_lowest_kcal_mol=104.1 homo_lumo_gap_ev="1.9 / 4.1"
O -0.41 2.55 -0.43
C 0.72 1.94 -0.11
C 0.82 0.60 0.12
O -0.46 0.03 0.41
C -0.77 -1.16 -0.30
C -2.25 -1.42 -0.13
O -2.94 -0.22 -0.48
C -4.35 -0.40 -0.60
Mg -1.94 1.49 0.16
H 1.65 2.52 -0.18
H -0.18 -2.01 0.09
H -0.53 -1.01 -1.36
H -2.49 -1.69 0.91
H -2.56 -2.24 -0.79
H -4.79 0.58 -0.83
H -4.56 -1.10 -1.42
H -4.77 -0.78 0.35
H 1.99 -0.19 -0.64
Zn 2.68 -0.11 1.21
O 3.26 -0.75 -0.34


16
Properties=species:S:1:pos:R:3 method="wB97M-V/def2-TZVPD" e_above_lowest_kcal_mol=25.3 homo_lumo_gap_ev=10.1 smiles="C=C1CCC[SiH2]1"
C -2.39 0.77 -0.23
C -1.12 0.39 -0.04
C -0.62 -0.95 0.43
C 0.70 -1.18 -0.29
C 1.70 -0.09 0.01
Si 0.62 1.51 0.06
H -2.77 1.78 -0.34
H -3.01 -0.09 -0.24
H -0.40 -0.86 1.53
H -1.32 -1.73 0.22
H 1.13 -2.25 -0.11
H 0.63 -1.00 -1.45
H 2.35 -0.27 0.88
H 2.43 -0.02 -0.81
H 0.41 2.35 -1.05
H 0.55 2.21 1.47


37
Properties=species:S:1:pos:R:3 method="wB97M-V/def2-TZVPD" multiplicity=3 total_charge=+2 e_above_lowest_kcal_mol=5.3 homo_lumo_gap_ev="6.2 / 8.5"
Ti -0.28 0.63 0.43
C 3.34 -1.51 -0.43
C 2.05 -0.78 -0.46
N 1.50 -0.28 0.59
N 2.15 -0.39 1.80
C 1.43 -0.16 2.92
N 2.06 -0.22 4.07
S -0.25 0.17 2.84
C 1.30 -0.49 -1.69
C 1.78 -0.71 -2.96
C 1.06 -0.23 -4.05
C -0.13 0.43 -3.84
C -0.60 0.56 -2.54
N 0.10 0.12 -1.48
H 3.34 -2.25 0.37
H 4.18 -0.82 -0.28
H 3.53 -2.04 -1.36
H 3.14 -0.60 1.82
H 3.06 -0.39 4.15
H 1.55 -0.04 4.92
H 2.72 -1.23 -3.11
H 1.44 -0.37 -5.06
H -0.71 0.83 -4.66
H -1.54 1.04 -2.33
N -2.14 -1.23 0.43
N -3.35 -0.50 0.51
C -3.26 0.84 0.62
N -4.25 1.55 1.14
N -2.14 1.35 0.12
N -1.45 2.33 0.86
O -1.85 2.90 1.90
O -0.17 2.48 0.33
H -2.19 -1.87 -0.36
H -2.03 -1.78 1.28
H -4.20 -0.99 0.73
H -5.05 1.11 1.56
H -4.13 2.54 1.24


47
Properties=species:S:1:pos:R:3 method="wB97M-V/def2-TZVPD" total_charge=+1 homo_lumo_gap_ev="6.2 / 6.2"
Rh -1.04 -1.20 -0.82
F 1.30 -3.52 -4.21
C 0.10 -3.28 -3.72
F -0.03 -1.96 -3.49
F -0.81 -3.65 -4.59
S -0.12 -4.08 -2.02
O -1.13 -3.21 -1.40
O -0.50 -5.42 -2.17
N 1.29 -3.92 -1.35
S 1.88 -2.61 -0.74
O 0.94 -1.49 -0.78
O 2.46 -2.77 0.55
C 3.23 -2.04 -1.93
F 4.02 -3.05 -2.25
F 3.94 -1.09 -1.34
F 2.65 -1.57 -3.01
S -1.08 -2.20 1.63
C -0.28 -0.83 2.36
N 1.12 -0.89 2.41
C 1.78 0.27 2.79
C 1.10 1.34 3.26
C -0.32 1.27 3.32
N -0.92 0.18 2.83
H 1.62 -1.61 1.89
H 2.85 0.24 2.68
H 1.60 2.24 3.58
H -0.94 2.04 3.73
O 1.08 0.94 -1.22
C 0.19 1.34 -0.50
O -0.89 0.67 -0.23
C 0.29 2.67 0.19
C 1.45 3.43 -0.01
C 1.55 4.68 0.56
C 0.53 5.16 1.38
C -0.60 4.39 1.61
C -0.73 3.15 1.01
H 2.24 3.03 -0.63
H 2.42 5.28 0.37
H 0.62 6.13 1.84
H -1.38 4.75 2.26
H -1.62 2.56 1.15
C -5.46 -0.88 -0.81
C -4.05 -0.91 -0.87
N -2.90 -0.97 -0.91
H -5.80 -0.01 -0.26
H -5.80 -1.79 -0.31
H -5.88 -0.84 -1.82


19
Properties=species:S:1:pos:R:3 method="wB97M-V/def2-TZVPD" e_above_lowest_kcal_mol=55.8 homo_lumo_gap_ev=9.3 smiles="C=C(C)C1(O)C=CC=C1"
C 2.44 0.25 0.05
C 1.21 -0.30 0.05
C 1.15 -1.78 -0.09
C 0.00 0.52 0.01
O 0.34 1.88 -0.05
C -0.91 0.18 -1.15
C -1.98 -0.47 -0.72
C -1.92 -0.48 0.77
C -0.82 0.14 1.20
H 2.48 1.36 -0.06
H 3.34 -0.34 0.17
H 2.12 -2.26 0.14
H 0.35 -2.27 0.47
H 1.08 -2.02 -1.17
H -0.48 2.42 -0.11
H -0.61 0.55 -2.12
H -2.85 -0.55 -1.35
H -2.68 -0.67 1.50
H -0.49 0.42 2.17